Entry 1:
86
Properties=species:S:1:pos:R:3 method="wB97M-V/def2-TZVPD" smiles="COCCCCCCCCCCCC[C@@H]1[C@H](Br)OC(=O)[C@]1(CCCOC(C)=O)OCCNC[C@@H](C)O" mol_weight_g_mol=580.60 orbital_gap_ev=9.594
C -1.70699 11.59720 5.08221
O -1.42986 10.21838 4.62611
C -1.46095 9.25700 5.74525
C -0.79155 7.78189 5.35049
C -1.77174 6.63604 6.00268
C -1.68492 5.16934 5.26868
C -0.23264 4.41398 5.41214
C -0.23887 3.14744 4.34163
C 0.76103 1.90758 4.78804
C 1.69754 1.40731 3.53682
C 1.63902 -0.21609 3.28314
C 0.39221 -0.60577 2.24084
C 0.96004 -1.39306 0.87860
C 1.37953 -2.90689 1.34081
C 0.75506 -4.11911 0.43510
C 1.81176 -5.36354 0.79972
Br 2.35997 -5.61700 2.71464
O 2.96513 -5.06791 -0.11416
C 2.67439 -3.98065 -1.10708
O 3.51158 -3.12146 -1.69237
C 1.01013 -4.10429 -1.21648
C 0.70429 -5.50798 -2.00504
C 0.59771 -5.38802 -3.63528
C 1.76137 -4.48063 -4.34881
O 2.97201 -5.32675 -4.58138
C 3.68713 -4.59512 -5.66543
C 3.38100 -4.77086 -7.26701
O 4.61060 -3.70183 -5.27305
O 0.30725 -3.00091 -1.88855
C -1.14990 -3.06215 -1.70155
C -2.00697 -2.90796 -3.12954
N -1.24465 -2.17290 -4.20913
C -1.97128 -2.36685 -5.55692
C -2.17852 -0.93883 -6.33671
C -2.95743 -1.03866 -7.77583
O -2.94937 -0.05251 -5.42778
H -1.97861 12.30912 4.18258
H -0.78613 12.09907 5.63006
H -2.61318 11.65590 5.85527
H -0.87058 9.75731 6.65274
H -2.57462 9.16842 6.09447
H 0.23092 7.72708 5.92475
H -0.66869 7.71773 4.18664
H -1.58604 6.57855 7.17806
H -2.88768 7.01610 5.87114
H -2.00412 5.24382 4.12131
H -2.48049 4.47876 5.78657
H 0.59030 5.23230 5.14001
H 0.02191 4.08265 6.52195
H 0.05106 3.61269 3.29571
H -1.33075 2.70933 4.34542
H 0.05678 1.04359 5.21319
H 1.38583 2.31796 5.71499
H 1.41685 2.02415 2.57009
H 2.81827 1.67067 3.82514
H 2.67394 -0.54917 2.82428
H 1.46624 -0.77557 4.32276
H -0.31362 -1.32329 2.88242
H -0.27408 0.32362 1.96736
H 0.08908 -1.32716 0.10076
H 1.83752 -0.72905 0.47831
H 2.54671 -2.92881 1.47074
H 0.93662 -3.05269 2.44018
H -0.28913 -4.57466 0.70598
H 1.33651 -6.42983 0.55454
H 1.43775 -6.38776 -1.76687
H -0.36886 -5.87149 -1.62881
H 0.73891 -6.49553 -4.05804
H -0.43924 -5.02534 -4.04335
H 1.36751 -4.16506 -5.43083
H 2.01908 -3.47921 -3.80129
H 3.32598 -5.88863 -7.62057
H 4.20714 -4.14054 -7.84179
H 2.34655 -4.24980 -7.55337
H -1.53382 -4.05925 -1.18746
H -1.57530 -2.18344 -1.01396
H -3.01634 -2.29638 -2.96219
H -2.35450 -3.96220 -3.55200
H -0.29788 -2.57317 -4.38954
H -1.37320 -3.07158 -6.29266
H -3.01367 -2.91872 -5.37691
H -1.11215 -0.46038 -6.56679
H -4.12018 -1.26805 -7.67362
H -2.90728 0.02450 -8.31537
H -2.48818 -1.79891 -8.54133
H -3.80627 -0.53607 -5.15551

---

Entry 2:
89
Properties=species:S:1:pos:R:3 method="wB97M-V/def2-TZVPD" de_lowest_kj_mol=190.5 charge=+2 mol_weight_g_mol=725.13 orbital_gap_ev=5.283
Sn 1.86021 0.14255 -0.82927
C 5.40782 -0.15981 -0.47055
O 4.19250 0.61567 -0.61182
Si 4.19331 2.28692 -0.86417
C 5.24437 3.07211 0.44007
C 4.90115 2.59955 -2.54686
C 2.29562 2.53508 -0.66448
Si 1.41795 3.42420 -2.13112
C 1.66299 2.40086 -3.69391
C -0.40804 3.72116 -1.91214
C 2.25451 5.09489 -2.23899
Si 1.66106 2.86476 1.11268
C 2.46077 4.43267 1.73053
C 2.13149 1.35993 2.13893
C -0.18320 3.09336 1.27876
H 5.98040 0.19902 0.38309
H 6.00750 -0.08356 -1.37643
H 5.13324 -1.19588 -0.30266
H 6.28363 2.78472 0.26029
H 4.97860 2.74896 1.44693
H 5.20447 4.16148 0.40173
H 5.98963 2.51679 -2.49219
H 4.68555 3.59494 -2.93047
H 4.55354 1.87211 -3.28156
H 1.66296 1.31893 -3.49673
H 2.59647 2.63669 -4.20334
H 0.85280 2.60005 -4.39802
H -0.96140 2.86534 -1.54135
H -0.82833 3.98720 -2.88531
H -0.60205 4.55844 -1.24208
H 3.33841 5.04018 -2.31073
H 2.00508 5.71029 -1.37288
H 1.88467 5.60932 -3.12906
H 3.51285 4.31097 1.97384
H 1.93941 4.73083 2.64334
H 2.36765 5.24904 1.01234
H 3.20422 1.15621 2.12616
H 1.61633 0.44977 1.79640
H 1.83122 1.49838 3.17942
H -0.50694 4.07100 0.92415
H -0.42812 3.04134 2.34331
H -0.77470 2.33931 0.76363
C -6.01592 -3.53291 1.12985
C -5.39951 -2.15964 1.44410
C -5.04065 -2.10066 2.93425
C -6.46312 -1.08888 1.15167
C -4.14179 -1.95337 0.54445
O -4.44949 -2.09753 -0.83326
C -2.95243 -2.88957 0.95520
C -2.18144 -3.45037 -0.25720
C -0.77368 -3.94768 0.00641
C 0.08513 -4.13270 -1.08265
C 1.37103 -4.64102 -0.91761
C 1.81651 -4.96618 0.36100
Cl 3.40276 -5.62136 0.57626
C 0.98908 -4.77566 1.45693
C -0.29714 -4.27170 1.27352
C -3.67421 -0.46721 0.63787
N -2.46618 -0.20210 -0.14584
C -1.21188 -0.33852 0.23272
N -0.41452 -0.12731 -0.81382
C -1.28738 0.17083 -1.83075
N -2.53130 0.13082 -1.45564
H -6.72452 -3.79738 1.91397
H -5.27431 -4.33266 1.07830
H -6.57869 -3.51735 0.19336
H -5.95810 -2.14846 3.52084
H -4.53762 -1.17032 3.20612
H -4.41228 -2.93462 3.24747
H -7.42222 -1.41496 1.55378
H -6.58737 -0.93189 0.07940
H -6.22575 -0.13430 1.62540
H -5.03860 -2.84961 -0.95684
H -3.31472 -3.71572 1.56376
H -2.26363 -2.32414 1.59085
H -2.13946 -2.70467 -1.05266
H -2.75199 -4.28498 -0.67362
H -0.26398 -3.89283 -2.08132
H 2.01807 -4.80479 -1.76939
H 1.34234 -5.03085 2.44683
H -0.92781 -4.14590 2.14479
H -3.43931 -0.19776 1.66418
H -4.45203 0.16658 0.22391
H -0.88761 -0.62757 1.21742
H -0.98257 0.38305 -2.84240
F 3.19356 -2.03204 0.63039
C 1.93125 -1.90544 0.19633
F 1.11486 -1.67232 1.24742
H 1.59899 -2.77220 -0.36523

---

Entry 3:
94
Properties=species:S:1:pos:R:3 method="wB97M-V/def2-TZVPD" spin_multiplicity=2 mol_weight_g_mol=743.39 orbital_gap_ev="8.690 / 8.847"
C 3.28900 1.99395 -2.04291
C 3.28609 1.81524 -3.25736
C 2.80340 1.67455 -4.76660
P 4.40396 1.75404 -5.81003
O 5.33789 3.07382 -5.29296
Cl 5.55966 0.04965 -5.27307
C 1.83452 2.89358 -5.15748
C 0.28500 2.61443 -4.89158
C -0.46522 2.44545 -6.28878
C -0.30276 3.97779 -4.25470
N -0.00068 1.54828 -3.89672
O 0.22046 1.92065 -2.66829
C 0.61556 0.24164 -4.23796
C -0.34817 -0.71674 -5.11439
C 0.93492 -0.62469 -2.91346
C 1.99239 0.33078 -5.04002
H 3.17283 2.30158 -0.96835
H 6.23736 2.74275 -5.06307
H 1.94812 3.01905 -6.29050
H 2.23109 3.84394 -4.69412
H -1.58574 2.47012 -6.08335
H -0.16608 3.30335 -6.97752
H -0.13970 1.48518 -6.78533
H 0.38837 4.36012 -3.43169
H -1.32358 3.77445 -3.82188
H -0.31686 4.81198 -5.03191
H -0.94536 -1.31918 -4.34619
H 0.26378 -1.46183 -5.69993
H -1.11494 -0.13922 -5.72541
H 1.97602 -0.44331 -2.51665
H 0.93175 -1.70707 -3.28099
H 0.11891 -0.56238 -2.14186
H 2.62612 -0.60756 -4.90228
H 1.72573 0.33640 -6.15413
C 0.99230 -0.92268 2.21238
C 1.80498 -2.21700 2.30285
C 0.97277 -3.32763 1.65663
S -0.06676 -2.52806 0.43669
O -1.44516 -2.65988 0.84894
O 0.38088 -2.89915 -0.88587
C 0.46996 -0.86106 0.78197
H 1.59604 -0.04759 2.45628
H 0.15633 -0.96220 2.91479
H 2.74531 -2.09572 1.75607
H 2.05678 -2.46422 3.33589
H 1.60225 -4.06851 1.16429
H 0.32370 -3.81615 2.38448
H -0.36237 -0.16934 0.65766
H 1.27030 -0.61638 0.08052
C -2.63981 -1.97643 5.81823
C -2.29135 -1.56487 7.25157
C -1.32343 -0.38150 7.16773
S -1.69101 0.45610 5.62860
O -0.55041 0.32947 4.75109
O -2.30310 1.73278 5.91391
C -2.95471 -0.68127 5.08106
H -3.48266 -2.66912 5.78865
H -1.77930 -2.47056 5.35654
H -3.20306 -1.25903 7.77408
H -1.85353 -2.39170 7.81408
H -1.46075 0.30987 7.99588
H -0.28993 -0.71424 7.13084
H -2.91851 -0.78373 3.99684
H -3.92145 -0.27826 5.38872
C -5.39288 -2.10195 -7.64707
C -5.49613 -2.00194 -6.12336
C -4.17183 -1.43137 -5.60884
S -3.51157 -0.42605 -6.93590
O -2.29161 -1.03223 -7.41028
O -3.58392 0.96604 -6.55920
C -4.81089 -0.77132 -8.11068
H -6.36308 -2.29681 -8.10697
H -4.71913 -2.92026 -7.91866
H -6.31540 -1.32677 -5.85850
H -5.71023 -2.97054 -5.66818
H -4.31765 -0.81184 -4.72435
H -3.45106 -2.22143 -5.39450
H -4.39969 -0.80998 -9.11851
H -5.54945 0.02911 -8.03597
C 3.14839 1.78823 10.29307
C 3.96012 0.49344 10.38725
C 3.12906 -0.61727 9.73968
S 2.09340 0.18165 8.51559
O 0.71304 0.05027 8.92305
O 2.54177 -0.19022 7.19583
C 2.62997 1.84851 8.86148
H 3.75213 2.66360 10.53750
H 2.30902 1.74956 10.99403
H 4.90167 0.61373 9.84316
H 4.20893 0.24696 11.42100
H 3.75939 -1.35895 9.24986
H 2.47769 -1.10480 10.46608
H 1.79823 2.54019 8.73397
H 3.43215 2.09184 8.16234